[1]
ORCA calculation (ωB97M-V with the def2-TZVPD basis set) on the ion C6H10O with charge +1 at a distorted geometry.

```
17
Properties=species:S:1:pos:R:3
C 2.8286 -1.0261 1.0138
C 1.4424 -0.7075 0.5726
C 1.0882 0.1053 -0.4860
C -0.2633 0.4415 -0.9243
C -1.4860 0.3791 -0.2771
O -1.3942 -0.3211 0.8690
C -2.7875 0.8718 -0.8433
H 3.5463 -0.1929 0.9286
H 2.9338 -1.3786 2.0275
H 3.3248 -1.6542 0.2465
H 0.6137 -1.2796 0.9255
H 1.7394 0.7312 -1.0622
H -0.0205 0.9517 -1.8619
H -2.1188 -0.0347 1.4482
H -2.6220 1.9118 -1.1195
H -3.4874 1.0454 -0.0102
H -3.3377 0.1569 -1.4471
```

As for the energy above the lowest of the compared OMol25 structures with the same formula, charge and spin: 0.9973 eV. The calculation puts the LUMO energy (alpha / beta) at -4.38 / -7.05 eV. Its total charge is +1. For the HOMO energy (alpha / beta), the calculation gives -0.502 / -0.557 hartree. The spin multiplicity is 2. For the HOMO-LUMO gap (alpha / beta), the calculation gives 9.282 / 8.105 eV.

Löwdin atomic charge list, values in e, 5 entries: C -0.0434; C -0.0151; C -0.0139; C 0.0427; C -0.2577

***

[2]
ORCA calculation (ωB97M-V with the def2-TZVPD basis set) on a cluster of 6 separate species, C24H57Cl6N3 in total at a distorted geometry.

```
90
Properties=species:S:1:pos:R:3
C -2.6694 -3.1413 0.9359
C -1.4214 -3.5783 1.5939
N -0.8514 -2.5303 2.6159
C -1.7094 -2.0683 3.5509
C -2.3704 -3.1093 4.1279
C 0.4096 -2.8673 3.0519
C 1.5326 -2.9103 1.9679
H -3.3544 -3.2293 1.6829
H -3.0714 -3.8683 0.4369
H -2.6254 -2.1943 0.5249
H -0.5534 -3.6623 0.8509
H -1.5214 -4.6203 2.1009
H -2.6294 -1.5433 3.1139
H -1.1464 -1.4473 4.0729
H -2.4094 -4.0643 3.8239
H -3.1764 -2.5593 4.5819
H -1.7854 -3.1723 5.1319
H 0.4176 -3.8113 3.3649
H 0.8286 -2.3233 3.7759
H 1.4786 -3.4263 0.8779
H 2.5186 -3.3143 2.3459
H 1.7196 -1.8963 1.6679
C -0.6034 -2.2543 -5.6761
C 0.2486 -1.9453 -4.5061
N 0.4946 -3.0793 -3.4321
C 1.7536 -3.0153 -2.7401
C 2.2656 -1.8413 -2.2601
C -0.6084 -3.3673 -2.5021
C -0.5854 -4.6863 -1.8401
H -0.4184 -3.2893 -5.8601
H -0.4104 -1.7973 -6.5661
H -1.7374 -1.9413 -5.4111
H -0.1604 -1.0603 -4.2111
H 1.3246 -1.6133 -4.6381
H 2.5246 -3.3083 -3.4981
H 1.9996 -3.9203 -2.2301
H 1.8376 -0.8803 -2.4801
H 3.2616 -1.8593 -2.1681
H 1.8406 -2.0123 -1.1861
H -1.5064 -3.2123 -2.9241
H -0.7174 -2.6773 -1.8481
H -0.5524 -5.6463 -2.3991
H -1.4044 -4.7793 -1.3971
H 0.2056 -4.8403 -1.1321
C 2.4416 4.6897 -1.9041
C 2.4506 5.5877 -0.6851
N 3.6396 5.2127 0.2239
C 4.4056 6.2317 0.7339
C 3.6556 7.2397 1.3999
C 3.3376 4.1847 1.1499
C 4.5926 3.3487 1.5989
H 1.8216 5.0957 -2.6381
H 2.1856 3.7457 -1.6461
H 3.3776 4.7157 -2.3111
H 1.4556 5.5527 -0.2291
H 2.6246 6.5577 -1.0981
H 4.8706 6.7237 -0.1691
H 5.3896 6.0077 1.1779
H 2.7106 7.7267 0.8989
H 4.2086 8.1517 1.5179
H 3.3546 7.0657 2.2219
H 2.5516 3.4417 0.7579
H 2.8166 4.5207 2.2269
H 4.9866 2.8007 0.6559
H 4.4736 2.4487 2.1999
H 5.2566 3.9847 2.1899
Cl -0.2534 2.8107 1.6919
C 0.0926 1.0457 1.1829
C -0.2674 0.6987 -0.2071
Cl 0.4586 1.8447 -1.4191
H -0.5674 0.3327 1.7909
H 1.2926 0.8747 1.3479
H -1.3304 0.7137 -0.4441
H 0.0636 -0.3173 -0.4971
Cl -5.3124 1.8067 1.9549
C -3.6054 1.5677 2.0369
C -3.0434 1.7777 3.3459
Cl -3.0054 3.4837 3.8379
H -3.1704 2.1227 1.2999
H -3.5274 0.5627 1.4909
H -2.0024 1.4157 3.7139
H -3.7114 1.3017 4.0759
Cl -2.3764 -0.4293 -2.5361
C -3.8074 -1.3803 -2.8511
C -5.0384 -0.8733 -2.0761
Cl -4.9554 -1.1163 -0.3471
H -3.7304 -2.4053 -2.4791
H -4.1124 -1.2333 -3.9391
H -5.9774 -1.4243 -2.2341
H -5.3824 0.1467 -2.3081
```

As for the energy above the lowest of the compared OMol25 structures with the same formula, charge and spin: 0.0000 eV. The calculation puts the LUMO energy at 0.43 eV. For the HOMO energy, the calculation gives -0.289 hartree. The spin multiplicity is 1. For the HOMO-LUMO gap, the calculation gives 8.289 eV.

Löwdin atomic charge list, values in e, 5 entries: C -0.1100; C -0.1590; N -0.1616; C -0.3935; C -0.1068

***

[3]
ORCA calculation (ωB97M-V with the def2-TZVPD basis set) on a cluster of 2 separate species, C12H27Br2N6 in total.

```
47
Properties=species:S:1:pos:R:3
C -2.2169 -0.9181 -2.3849
C -1.9147 -2.3959 -2.1025
C -2.1572 -2.8421 -0.6489
C -0.9914 -3.6223 -0.0538
N 0.3228 -2.9094 -0.0061
N 0.2408 -1.5224 -0.1604
C 0.2594 -0.7696 0.9265
N 0.1469 0.5684 0.9787
C 0.2202 0.8826 2.2643
C 0.1132 2.2470 2.8410
C 1.0231 2.5129 4.0619
C 1.8734 3.7850 3.9301
C 1.1337 4.9866 3.3367
N 1.2601 4.9988 1.8800
N 0.3749 -0.2194 3.0151
N 0.3988 -1.2875 2.1584
H -1.3743 -0.2563 -2.1745
H -3.0584 -0.5708 -1.7827
H -2.4790 -0.7635 -3.4301
H -0.8613 -2.5945 -2.3188
H -2.5201 -2.9939 -2.7834
H -2.4113 -1.9807 -0.0247
H -3.0168 -3.5112 -0.5799
H -0.8166 -4.5223 -0.6460
H -1.2431 -3.9525 0.9561
H 0.9243 -3.2510 -0.7444
H 0.1777 -1.0745 -1.0655
H 0.3172 2.9457 2.0276
H -0.9376 2.3767 3.1140
H 0.4189 2.5845 4.9671
H 1.6984 1.6663 4.2141
H 2.7587 3.5727 3.3249
H 2.2412 4.0506 4.9215
H 0.0664 4.9080 3.5646
H 1.4897 5.9058 3.8125
H 0.7491 5.7715 1.4725
H 2.2301 5.0944 1.6044
H 0.4599 -0.3230 4.0127
H 0.5273 -2.2469 2.4387
Br 1.4845 -1.7777 -3.5789
C 0.6077 -2.4330 -5.1925
C 0.5798 -1.3805 -6.2685
Br -0.6981 0.0234 -5.8689
H -0.3919 -2.7363 -4.8949
H 1.1816 -3.3007 -5.5075
H 0.2645 -1.8253 -7.2094
H 1.5445 -0.8997 -6.3962
```

The calculation puts the LUMO energy at -2.32 eV. Its total charge is +1. For the HOMO energy, the calculation gives -0.433 hartree. The spin multiplicity is 1. For the HOMO-LUMO gap, the calculation gives 9.453 eV.

Löwdin atomic charge list, values in e, 5 entries: C -0.1085; C -0.2619; C -0.1979; C -0.1828; N -0.0169

***

[4]
ORCA calculation (ωB97M-V with the def2-TZVPD basis set) on an isolated molecule of C20H21NO4.

```
46
Properties=species:S:1:pos:R:3
C -3.4573 2.4931 1.6780
C -3.1487 1.5218 2.8093
O -1.7544 1.2173 2.8420
C -0.9417 2.0986 3.4330
O -1.3147 3.0527 4.0627
C 0.4969 1.7401 3.1458
C 0.8691 2.3652 1.7925
C 2.1115 1.7099 1.1950
C 2.5064 2.2843 -0.1660
C 1.4452 2.1049 -1.2574
N 0.9723 0.7274 -1.3494
C 1.8614 -0.1938 -1.8827
O 2.9493 0.1609 -2.2878
C 1.4134 -1.5961 -1.9229
C 2.2534 -2.5724 -2.4165
C 1.8454 -3.9095 -2.4404
C 0.6095 -4.2687 -1.9682
C -0.2774 -3.2992 -1.4555
C -1.5577 -3.6197 -0.9578
C -2.3868 -2.6421 -0.4715
C -1.9814 -1.3042 -0.4684
C -0.7376 -0.9523 -0.9496
C 0.1355 -1.9433 -1.4410
C -0.3254 0.4597 -0.9479
O -1.0774 1.3547 -0.6112
H -3.0048 2.1401 0.7538
H -4.5320 2.5809 1.5467
H -3.0483 3.4731 1.9114
H -3.4471 1.9433 3.7749
H -3.6444 0.5606 2.6549
H 1.1411 2.1169 3.9393
H 0.5793 0.6546 3.0832
H 0.0265 2.2364 1.1133
H 1.0362 3.4359 1.9221
H 2.9527 1.8397 1.8800
H 1.9363 0.6349 1.0956
H 2.7032 3.3535 -0.0718
H 3.4262 1.7986 -0.4959
H 0.5728 2.7289 -1.0639
H 1.8810 2.3778 -2.2219
H 3.2280 -2.2836 -2.7800
H 2.5156 -4.6595 -2.8323
H 0.2961 -5.3026 -1.9827
H -1.8738 -4.6528 -0.9662
H -3.3631 -2.8997 -0.0894
H -2.6304 -0.5300 -0.0887
```

As for the energy above the lowest of the compared OMol25 structures with the same formula, charge and spin: 0.0301 eV. The calculation puts the LUMO energy at -0.91 eV. For the HOMO energy, the calculation gives -0.330 hartree. The spin multiplicity is 1. For the HOMO-LUMO gap, the calculation gives 8.054 eV.

Löwdin atomic charge list, values in e, 5 entries: C -0.0558; C -0.2139; O -0.0162; C -0.5143; O 0.1143

***

[5]
ORCA calculation (ωB97M-V with the def2-TZVPD basis set) on a cluster of 2 separate species, C2H4F2N3O2 in total at a distorted geometry.

```
13
Properties=species:S:1:pos:R:3
C -0.9214 0.0025 0.1796
C 1.2118 -0.6590 -0.4012
N -1.1500 1.0710 -0.4076
N -1.4696 -0.9224 0.8865
N 1.6568 0.6687 -0.0553
O 2.0187 0.8347 1.0964
O 1.3239 1.5161 -0.9065
F 1.3232 -1.1433 -1.6567
F 1.5214 -1.6532 0.3844
H -0.1334 1.3824 -0.9039
H -1.8588 1.7585 -0.5571
H -1.1760 -1.9041 0.8640
H -2.3465 -0.9519 1.4774
```

As for the energy above the lowest of the compared OMol25 structures with the same formula, charge and spin: 1.1548 eV. The calculation puts the LUMO energy (alpha / beta) at -6.32 / -6.32 eV. Its total charge is +1. For the HOMO energy (alpha / beta), the calculation gives -0.566 / -0.566 hartree. The spin multiplicity is 1. For the HOMO-LUMO gap (alpha / beta), the calculation gives 9.086 / 9.087 eV.

Löwdin atomic charge list, values in e, 5 entries: C -0.1728; C -0.2587; N 0.2238; N 0.1925; N -0.2897

***

[6]
ORCA calculation (ωB97M-V with the def2-TZVPD basis set) on the ion C4H11N2 with charge +1 at a distorted geometry.

```
17
Properties=species:S:1:pos:R:3
C 1.4426 -0.8559 1.1621
C 0.0436 -0.6477 1.5843
C -0.6270 0.4402 0.6629
N -1.0988 -0.0822 -0.6625
C -0.4574 0.2054 -1.7500
N -0.4052 1.3780 -2.3482
H 1.5483 -1.1701 0.1086
H 1.8213 -1.7072 1.8448
H 2.1436 0.0010 1.3231
H -0.6161 -1.5585 1.4713
H -0.1640 -0.2202 2.6705
H -1.4303 0.7548 1.2498
H 0.0820 1.3091 0.5458
H -1.5585 -0.9721 -0.5224
H 0.0238 -0.6132 -2.2427
H 0.3192 1.6234 -2.8866
H -1.0671 2.1151 -2.2106
```

As for the energy above the lowest of the compared OMol25 structures with the same formula, charge and spin: 2.1134 eV. The calculation puts the LUMO energy at -4.72 eV. Its total charge is +1. For the HOMO energy, the calculation gives -0.536 hartree. The spin multiplicity is 1. For the HOMO-LUMO gap, the calculation gives 9.869 eV.

Löwdin atomic charge list, values in e, 5 entries: C -0.1383; C -0.2572; C -0.1605; N 0.0729; C -0.1333

***

[7]
ORCA calculation (ωB97M-V with the def2-TZVPD basis set) on a cluster of 2 separate species, C3H3N3 in total at a distorted geometry.

```
9
Properties=species:S:1:pos:R:3
C -1.3654 1.2633 -0.0869
C -1.7842 -1.0664 0.0657
C 1.9236 -0.0921 0.0115
N -1.1277 2.3439 0.2138
N -2.1024 -2.1842 0.1741
N -1.2285 0.0142 -0.3067
H 2.7346 0.5395 -0.0619
H 1.2984 -0.3656 0.8936
H 1.6514 -0.4526 -0.9031
```

As for the energy above the lowest of the compared OMol25 structures with the same formula, charge and spin: 5.3769 eV. The calculation puts the LUMO energy (alpha / beta) at -0.19 / -4.04 eV. For the HOMO energy (alpha / beta), the calculation gives -0.427 / -0.336 hartree. The spin multiplicity is 1. For the HOMO-LUMO gap (alpha / beta), the calculation gives 11.433 / 5.097 eV.

Löwdin atomic charge list, values in e, 5 entries: C -0.3113; C -0.2961; C 0.0975; N 0.2163; N 0.2119

***

How do the records compare in E_tot? In the order shown, they have -8422.1567; -105403.8156; -161901.1415; -30763.2297; -16125.4726; -7298.8347; -7624.1727 eV.